No. 1
{"formula": "CH4N2O", "method": "wB97M-V/def2-TZVPD", "species": ["H", "N", "C", "N", "O", "H", "H", "H"], "positions_angstrom": [[-1.150, -1.502, 0.036], [-1.628, -0.648, -0.033], [-0.816, 0.374, -0.023], [0.474, 0.449, 0.087], [1.291, -0.662, -0.164], [-1.110, 1.425, -0.191], [1.023, 1.333, -0.275], [1.915, -0.768, 0.563]], "forces_ev_per_a": [[1.0, -1.4, 0.2], [0.3, 3.6, -0.1], [-4.0, -1.4, -1.0], [6.5, 2.3, -0.3], [-0.5, -0.4, -0.4], [-1.0, -0.5, 0.3], [-2.0, -2.3, 0.9], [-0.3, 0.2, 0.3]], "nbo_charge": [0.337, -0.720, 0.253, -0.321, -0.563, 0.165, 0.374, 0.474], "homo_lumo_gap_ev": 9.749, "e_lumo_ev": 0.588, "charge": 0, "molar_mass_da": 60.06}

=====

No. 2
{"formula": "C4H20N2O5", "method": "wB97M-V/def2-TZVPD", "species": ["N", "C", "C", "N", "C", "C", "O", "H", "H", "H", "H", "H", "H", "H", "H", "H", "H", "H", "H", "O", "H", "H", "O", "H", "H", "O", "H", "H", "O", "H", "H"], "positions_angstrom": [[-1.541, -0.213, 2.091], [-0.118, -0.313, 2.285], [0.511, -1.201, 1.217], [0.573, -0.504, -0.089], [0.648, -1.433, -1.244], [1.916, -2.206, -1.558], [2.448, -2.717, -0.333], [-2.091, 0.093, 2.876], [-1.890, 0.062, 1.193], [0.343, 0.741, 2.144], [0.149, -0.667, 3.275], [-0.220, -1.997, 1.014], [1.495, -1.574, 1.526], [1.435, 0.043, -0.129], [0.254, -0.749, -2.038], [-0.116, -2.198, -1.326], [1.685, -3.052, -2.218], [2.717, -1.623, -2.004], [3.374, -2.541, -0.168], [-0.497, 0.238, -4.043], [-1.033, 1.026, -3.848], [-1.150, -0.467, -3.914], [-3.105, 2.164, 0.622], [-2.927, 3.103, 0.767], [-2.352, 1.997, -0.010], [-0.864, 2.160, -0.717], [-0.289, 2.901, -0.492], [-0.261, 1.402, -0.582], [0.511, 2.884, 1.781], [0.795, 1.938, 1.847], [-0.400, 2.704, 2.075]], "forces_ev_per_a": [[0.1, -1.0, 0.8], [0.2, 1.7, -1.3], [-0.5, 0.2, -0.2], [0.7, -0.9, 0.1], [-1.3, 1.4, -1.4], [1.2, 0.3, 0.5], [-0.6, -0.7, 0.5], [0.0, 0.2, -0.2], [0.1, 0.4, 0.0], [-0.3, -2.1, 0.7], [-0.2, 0.0, 0.2], [0.6, -0.2, 0.5], [-0.4, -0.1, 0.0], [-0.1, -0.1, 0.1], [1.3, -0.8, -0.2], [-0.7, 0.0, 1.3], [0.0, 0.3, 0.0], [-0.2, 0.4, -0.4], [0.1, 0.2, -0.5], [-0.8, 0.1, 0.2], [0.4, -0.1, -0.1], [0.3, 0.1, -0.2], [0.7, 0.3, -0.5], [-0.5, -0.1, 0.3], [-0.7, -0.1, 0.6], [1.0, -0.2, -0.6], [-0.2, 0.2, 0.2], [-0.5, -0.3, 0.0], [-0.3, -1.1, 0.3], [0.5, 1.5, -0.3], [0.0, 0.7, -0.2]], "nbo_charge": [-0.872, -0.173, -0.235, -0.659, -0.284, -0.073, -0.750, 0.378, 0.389, 0.084, 0.205, 0.207, 0.198, 0.352, 0.239, 0.199, 0.176, 0.164, 0.479, -0.936, 0.476, 0.467, -0.981, 0.454, 0.491, -0.976, 0.494, 0.502, -0.935, 0.446, 0.472], "homo_lumo_gap_ev": 9.210, "e_lumo_ev": 0.488, "charge": 0, "molar_mass_da": 176.21}

=====

No. 3
{"formula": "C12H36O18PV", "method": "wB97M-V/def2-TZVPD", "species": ["O", "V", "O", "P", "O", "O", "O", "O", "C", "C", "O", "O", "H", "H", "H", "H", "H", "H", "C", "C", "O", "O", "H", "H", "H", "H", "H", "H", "C", "C", "O", "O", "H", "H", "H", "H", "H", "H", "C", "C", "O", "O", "H", "H", "H", "H", "H", "H", "C", "C", "O", "O", "H", "H", "H", "H", "H", "H", "C", "C", "O", "O", "H", "H", "H", "H", "H", "H"], "positions_angstrom": [[0.180, -1.103, 0.522], [0.897, -0.127, 1.642], [0.751, 1.337, 0.992], [1.231, -0.191, 6.350], [1.820, -1.496, 6.990], [2.263, 0.026, 5.267], [1.066, 0.959, 7.357], [0.041, -0.362, 5.342], [-2.760, 5.996, 0.724], [-3.590, 4.647, 0.811], [-3.975, 4.315, -0.458], [-3.493, 7.007, 0.082], [-1.824, 5.725, 0.236], [-2.521, 6.308, 1.741], [-4.491, 4.775, 1.411], [-3.009, 3.908, 1.363], [-4.533, 3.544, -0.334], [-2.976, 7.274, -0.682], [4.972, 3.818, -1.906], [4.494, 5.001, -1.005], [4.721, 4.727, 0.381], [6.367, 3.543, -1.762], [4.655, 3.858, -2.948], [4.431, 2.925, -1.593], [3.424, 5.147, -1.155], [4.861, 5.983, -1.300], [5.616, 4.383, 0.321], [6.573, 3.381, -0.838], [-0.780, 1.544, -5.210], [-0.469, 0.016, -5.218], [-0.259, -0.488, -6.579], [0.335, 2.347, -5.541], [-1.122, 1.889, -4.234], [-1.636, 1.752, -5.852], [-1.183, -0.614, -4.687], [0.436, -0.004, -4.610], [0.016, -1.406, -6.634], [0.587, 2.193, -6.454], [5.248, -4.150, -0.065], [5.287, -2.681, -0.297], [4.653, -1.931, 0.720], [3.953, -4.702, -0.362], [5.596, -4.511, 0.903], [5.963, -4.605, -0.750], [4.736, -2.408, -1.197], [6.325, -2.399, -0.477], [5.314, -1.724, 1.385], [3.322, -4.442, 0.313], [-6.414, -1.888, -2.128], [-5.839, -1.838, -0.702], [-6.219, -0.691, 0.086], [-6.223, -0.690, -2.891], [-7.482, -2.084, -2.035], [-5.974, -2.703, -2.704], [-4.763, -1.726, -0.837], [-6.046, -2.719, -0.094], [-5.703, -0.799, 0.888], [-6.900, -0.122, -2.514], [-1.808, -5.734, 4.268], [-0.367, -5.739, 3.572], [0.450, -4.625, 3.811], [-2.459, -4.555, 3.846], [-1.664, -5.666, 5.347], [-2.311, -6.628, 3.902], [-0.443, -5.965, 2.509], [0.194, -6.559, 4.020], [0.401, -4.423, 4.748], [-1.941, -3.829, 4.201]], "forces_ev_per_a": [[0.8, -0.5, 1.3], [-1.6, 0.0, -1.3], [0.7, 0.6, 0.9], [0.0, -0.4, 2.5], [-1.4, 0.7, -0.2], [1.9, 0.9, -2.5], [-0.3, -1.1, -1.0], [-0.3, -0.2, 0.3], [-0.7, -2.1, 0.9], [0.8, 2.4, 1.6], [-0.3, -1.0, -1.4], [0.2, 0.3, -0.4], [0.0, 0.3, -0.3], [0.0, 0.0, 0.1], [-0.1, 0.5, 0.4], [0.5, -0.2, -0.3], [-0.1, -0.2, -0.6], [-0.2, 0.1, -0.1], [-0.7, -0.2, 1.4], [-0.9, -0.4, -0.8], [0.3, 0.1, -1.2], [0.1, 0.6, -0.7], [0.7, 0.8, -0.2], [-0.2, 0.0, 0.5], [-0.2, -0.5, 0.2], [0.9, 0.0, 0.0], [0.2, 0.0, 1.0], [-0.1, -0.3, -0.1], [-0.7, -0.9, -0.5], [0.7, 0.4, 0.0], [-0.3, 1.3, 0.5], [0.1, 0.0, 0.0], [0.3, -0.4, 0.2], [0.0, 0.0, -0.5], [-0.4, 0.4, -0.1], [0.4, -0.5, -0.2], [0.0, 0.0, 0.7], [-0.1, -0.2, -0.1], [-0.8, -1.2, -0.6], [-0.2, 0.7, 0.0], [0.3, 0.1, 0.2], [0.7, -0.2, -0.1], [-0.1, 0.5, 0.5], [-0.2, -0.2, -0.4], [0.0, -0.4, -0.2], [0.3, 0.3, 0.2], [-0.2, 0.0, 0.3], [0.0, 0.3, 0.2], [-0.6, 0.3, 0.7], [1.3, 0.8, -0.2], [-0.7, -0.4, -0.8], [-0.3, -0.6, 0.7], [-0.3, -0.1, -0.2], [0.2, 0.0, 0.3], [0.3, -0.4, 0.0], [-0.1, -0.4, -0.5], [0.0, 0.3, 0.2], [0.2, 0.6, -0.2], [2.5, 1.4, -1.5], [-0.4, -1.4, 1.5], [-0.7, 0.6, -0.5], [-0.9, -0.4, 0.0], [-0.1, -0.6, 0.2], [-0.3, 0.1, 0.4], [-0.1, 0.6, -0.1], [-0.2, -0.8, 0.0], [0.3, 0.3, 0.2], [0.1, 0.4, -0.2]], "mulliken_charge": [-0.950, 1.528, -0.904, 0.827, -0.699, -0.483, -0.784, -0.531, -0.472, -0.390, -0.492, -0.509, 0.315, 0.284, 0.290, 0.366, 0.295, 0.313, -0.402, -0.383, -0.449, -0.514, 0.348, 0.286, 0.313, 0.223, 0.281, 0.296, -0.452, -0.299, -0.537, -0.529, 0.351, 0.266, 0.356, 0.250, 0.288, 0.307, -0.353, -0.371, -0.443, -0.531, 0.280, 0.297, 0.219, 0.312, 0.275, 0.316, -0.512, -0.245, -0.542, -0.498, 0.271, 0.301, 0.274, 0.315, 0.328, 0.309, -0.516, -0.405, -0.458, -0.495, 0.330, 0.308, 0.293, 0.306, 0.286, 0.346], "homo_lumo_gap_ev": 3.390, "e_lumo_ev": 3.509, "charge": -2, "molar_mass_da": 550.32}

=====

No. 4
{"formula": "C18H21N3O3S", "method": "wB97M-V/def2-TZVPD", "species": ["C", "N", "C", "O", "N", "C", "C", "N", "S", "O", "O", "C", "C", "C", "C", "C", "C", "C", "C", "C", "C", "C", "C", "C", "C", "H", "H", "H", "H", "H", "H", "H", "H", "H", "H", "H", "H", "H", "H", "H", "H", "H", "H", "H", "H", "H"], "positions_angstrom": [[1.498, 0.488, 4.521], [0.865, 0.193, 3.248], [0.571, 1.273, 2.436], [1.068, 2.370, 2.611], [-0.350, 1.068, 1.439], [-1.450, 0.137, 1.475], [-1.587, -0.554, 0.107], [-1.166, 0.321, -0.969], [0.308, -0.025, -1.705], [1.397, 0.746, -1.175], [0.440, -1.452, -1.731], [-0.057, 0.561, -3.357], [-1.031, -0.097, -4.082], [-1.335, 0.345, -5.359], [-0.664, 1.436, -5.890], [0.313, 2.086, -5.154], [0.621, 1.646, -3.876], [-1.354, 1.725, -0.689], [-0.551, 2.187, 0.535], [0.915, -1.135, 2.794], [0.643, -2.179, 3.677], [0.720, -3.492, 3.248], [1.067, -3.782, 1.939], [1.356, -2.748, 1.063], [1.292, -1.433, 1.486], [1.839, 1.522, 4.493], [2.352, -0.170, 4.681], [0.789, 0.369, 5.344], [-2.374, 0.692, 1.698], [-1.301, -0.605, 2.257], [-0.961, -1.445, 0.050], [-2.631, -0.845, -0.063], [-1.525, -0.946, -3.637], [-2.092, -0.160, -5.940], [-0.902, 1.779, -6.886], [0.836, 2.932, -5.574], [1.381, 2.121, -3.276], [-1.043, 2.281, -1.574], [-2.426, 1.889, -0.539], [-1.071, 3.011, 1.045], [0.439, 2.539, 0.239], [0.365, -1.963, 4.698], [0.504, -4.291, 3.942], [1.122, -4.807, 1.608], [1.631, -2.953, 0.040], [1.540, -0.636, 0.802]], "forces_ev_per_a": [[0.0, 0.2, 0.2], [0.1, 0.0, 0.2], [-0.3, 0.0, 0.0], [0.1, 0.2, 0.0], [0.1, 0.1, -0.2], [-0.2, -0.1, 0.0], [-0.1, -0.5, 0.3], [0.9, -0.3, -0.6], [-0.7, 0.1, -0.4], [0.0, 0.3, -0.1], [-0.2, -0.1, -0.1], [0.2, 0.0, 0.5], [-0.1, -0.1, -0.1], [0.0, -0.1, 0.1], [0.1, 0.1, 0.0], [0.0, 0.0, 0.0], [0.1, 0.0, 0.1], [0.0, 0.4, 0.1], [0.2, 0.3, 0.0], [0.1, -0.4, -0.2], [0.0, 0.2, 0.0], [0.0, -0.1, 0.0], [0.0, -0.1, 0.0], [0.0, -0.1, 0.0], [0.0, 0.0, 0.2], [0.0, -0.1, 0.1], [0.0, 0.0, 0.0], [0.1, 0.0, 0.0], [0.1, -0.1, 0.1], [-0.1, 0.1, -0.1], [-0.2, 0.0, 0.2], [0.1, 0.0, 0.0], [-0.1, -0.1, 0.0], [-0.1, -0.1, 0.0], [0.0, 0.0, -0.1], [0.0, 0.1, 0.0], [0.1, 0.1, 0.0], [-0.2, 0.2, 0.1], [0.1, 0.0, -0.1], [0.1, 0.0, -0.1], [-0.2, 0.1, 0.0], [0.0, 0.0, 0.1], [0.0, -0.1, 0.0], [0.0, -0.1, 0.0], [0.0, 0.0, -0.1], [0.1, 0.1, 0.0]], "nbo_charge": [-0.412, -0.500, 0.813, -0.644, -0.466, -0.236, -0.239, -0.673, 2.302, -0.943, -0.944, -0.250, -0.208, -0.199, -0.191, -0.215, -0.208, -0.247, -0.228, 0.242, -0.282, -0.197, -0.239, -0.184, -0.281, 0.250, 0.203, 0.187, 0.182, 0.241, 0.249, 0.197, 0.236, 0.219, 0.218, 0.221, 0.243, 0.226, 0.206, 0.194, 0.242, 0.216, 0.213, 0.213, 0.232, 0.241], "homo_lumo_gap_ev": 8.799, "e_lumo_ev": 0.568, "charge": 0, "molar_mass_da": 359.45}

=====

No. 5
{"formula": "C4H21N2O6", "method": "wB97M-V/def2-TZVPD", "species": ["N", "C", "C", "C", "O", "C", "N", "H", "H", "H", "H", "H", "H", "H", "H", "H", "H", "H", "H", "H", "O", "H", "H", "O", "H", "H", "O", "H", "H", "O", "H", "H", "O"], "positions_angstrom": [[-1.463, 0.132, 1.908], [-0.424, 0.567, 0.958], [-0.167, 2.077, 0.985], [0.250, 2.624, -0.402], [1.600, 2.363, -0.651], [0.874, -0.241, 1.300], [0.730, -1.678, 0.920], [-2.383, 0.074, 1.427], [-1.567, 0.766, 2.723], [-0.745, 0.231, -0.048], [-1.030, 2.573, 1.333], [0.597, 2.310, 1.730], [-0.360, 2.252, -1.256], [0.190, 3.750, -0.428], [1.775, 0.145, 0.805], [1.093, -0.168, 2.365], [-0.032, -2.100, 1.490], [0.514, -1.718, -0.109], [2.461, -0.544, -1.238], [1.684, 1.485, -1.163], [1.935, -0.011, -1.853], [2.422, -2.591, 1.216], [3.623, -2.380, 0.321], [3.339, -2.868, 1.099], [0.987, -0.520, -1.856], [0.032, -2.035, -2.410], [-0.146, -1.384, -1.747], [-1.994, 0.621, -2.493], [-1.388, -0.809, -2.025], [-2.302, -0.280, -2.273], [-3.237, -0.496, -0.889], [-3.237, -1.497, 0.252], [-3.630, -0.647, 0.009]], "forces_ev_per_a": [[-1.0, 0.2, 0.2], [0.7, -0.5, 0.6], [0.6, -0.6, -1.2], [0.3, 1.2, 0.3], [0.6, -1.2, -1.0], [-0.5, -0.7, -0.7], [0.0, 0.2, 0.5], [0.8, 0.2, 0.4], [0.3, -0.5, -0.9], [0.1, 0.3, 0.5], [-1.4, 0.6, 0.2], [0.3, 0.1, -0.2], [-0.1, 0.0, 0.7], [-0.4, -0.9, 0.2], [-0.4, 0.1, -0.1], [-0.2, 0.0, 0.2], [0.6, 0.6, -0.9], [-0.3, -0.1, 1.2], [-0.2, 0.3, -0.2], [0.1, 1.0, 0.7], [-0.4, -0.4, 0.1], [-0.9, 0.4, -0.1], [0.0, 0.0, 0.0], [1.0, -0.3, 0.0], [0.7, 0.1, 0.0], [0.1, -0.6, -0.6], [-0.1, 0.4, 0.3], [-0.3, -0.7, 0.2], [-0.5, 0.4, -0.3], [0.6, 0.4, -0.1], [0.0, 0.3, 0.0], [-0.2, 0.2, 0.0], [0.0, -0.5, 0.0]], "nbo_charge": [-0.890, -0.084, -0.443, -0.044, -0.789, -0.220, -0.927, 0.402, 0.340, 0.213, 0.193, 0.198, 0.152, 0.149, 0.191, 0.176, 0.365, 0.422, 0.455, 0.510, -1.030, 0.502, 0.451, -0.988, 0.506, 0.454, -1.146, 0.458, 0.508, -1.053, 0.511, 0.460, -1.001], "homo_lumo_gap_ev": 9.066, "e_lumo_ev": 3.521, "charge": -1, "molar_mass_da": 193.22}

=====

No. 6
{"formula": "C25H18AsClIN4O7RhS", "method": "wB97M-V/def2-TZVPD", "species": ["Rh", "N", "C", "C", "C", "C", "C", "N", "C", "C", "C", "C", "C", "N", "H", "H", "H", "H", "H", "H", "H", "H", "H", "O", "As", "O", "O", "C", "C", "C", "C", "C", "C", "S", "O", "O", "O", "H", "H", "H", "H", "H", "Cl", "C", "C", "C", "I", "C", "O", "C", "N", "C", "C", "C", "C", "H", "H", "H", "H"], "positions_angstrom": [[-0.103, -0.040, 0.340], [0.293, -2.536, -1.832], [-0.958, -2.394, -1.305], [-1.859, -3.450, -1.554], [-3.151, -3.372, -1.118], [-3.559, -2.229, -0.426], [-2.633, -1.253, -0.197], [-1.351, -1.313, -0.629], [1.415, -1.729, -1.817], [2.536, -2.165, -2.525], [3.642, -1.346, -2.573], [3.602, -0.107, -1.947], [2.457, 0.241, -1.271], [1.395, -0.566, -1.188], [0.436, -3.421, -2.288], [-1.502, -4.315, -2.096], [-3.838, -4.185, -1.309], [-4.565, -2.110, -0.053], [-2.882, -0.365, 0.367], [2.523, -3.125, -3.022], [4.528, -1.667, -3.103], [4.444, 0.568, -1.964], [2.359, 1.194, -0.770], [3.211, -0.453, 1.479], [2.235, -1.865, 1.850], [3.068, -3.221, 1.570], [0.777, -1.738, 0.982], [1.797, -1.646, 3.713], [2.502, -2.454, 4.593], [2.220, -2.423, 5.952], [1.222, -1.593, 6.433], [0.511, -0.780, 5.562], [0.801, -0.809, 4.207], [-0.145, 0.274, 3.163], [-0.749, 1.245, 4.027], [0.810, 0.851, 2.149], [-1.106, -0.538, 2.391], [2.727, 0.331, 1.784], [3.260, -3.119, 4.196], [2.779, -3.051, 6.633], [0.994, -1.570, 7.490], [-0.258, -0.112, 5.924], [-4.607, 5.053, -2.327], [-3.300, 3.949, -2.010], [-2.393, 3.677, -2.993], [-1.322, 2.798, -2.761], [0.045, 2.408, -4.277], [-1.137, 2.180, -1.533], [-0.139, 1.406, -1.272], [-2.119, 2.450, -0.516], [-1.929, 1.793, 0.652], [-2.763, 2.029, 1.640], [-3.844, 2.925, 1.531], [-4.065, 3.571, 0.349], [-3.188, 3.344, -0.733], [-2.498, 4.145, -3.962], [-2.596, 1.496, 2.566], [-4.486, 3.080, 2.387], [-4.892, 4.256, 0.229]], "forces_ev_per_a": [[2.4, -2.8, -1.8], [0.2, -0.1, 0.1], [-0.2, 0.0, -0.1], [0.1, 0.1, 0.0], [0.0, 0.1, 0.1], [0.0, -0.1, 0.0], [0.0, 0.3, 0.1], [0.1, 0.1, 0.2], [-0.3, -0.1, 0.0], [0.1, 0.2, 0.0], [0.0, 0.0, 0.0], [-0.1, 0.0, 0.0], [0.1, 0.2, 0.0], [-0.6, 0.7, 1.0], [0.0, 0.0, 0.0], [0.0, 0.0, 0.0], [0.0, 0.0, 0.0], [0.0, 0.0, 0.0], [0.0, 0.0, 0.0], [0.0, 0.0, 0.0], [0.0, 0.0, 0.0], [0.0, 0.0, 0.0], [0.0, 0.0, 0.0], [0.1, 0.1, -0.1], [-0.1, 0.1, 0.1], [0.1, -0.1, -0.1], [-0.5, -0.2, 0.4], [-0.1, -0.2, 0.0], [0.0, 0.0, 0.0], [0.0, 0.0, 0.0], [0.0, 0.0, 0.0], [0.0, 0.0, 0.1], [0.0, 0.1, -0.1], [-0.2, 0.2, 0.0], [0.2, 0.0, 0.0], [0.1, 0.1, -0.2], [-0.2, 0.5, -0.2], [0.0, 0.0, 0.0], [0.0, 0.0, 0.0], [0.0, 0.0, 0.0], [0.0, 0.0, 0.0], [0.0, 0.0, 0.0], [0.0, 0.0, 0.0], [0.0, 0.0, 0.0], [0.0, 0.0, 0.0], [-0.1, 0.0, 0.1], [0.0, 0.0, 0.0], [0.1, 0.1, -0.1], [-0.6, 0.3, 0.4], [0.1, 0.0, 0.0], [-0.5, 0.2, 0.3], [-0.1, 0.0, 0.0], [0.0, 0.0, 0.0], [0.0, 0.0, 0.1], [0.0, 0.0, -0.1], [0.0, 0.0, 0.0], [0.0, 0.0, 0.0], [0.0, 0.0, 0.0], [0.0, 0.0, 0.0]], "nbo_charge": [1.360, -0.549, 0.442, -0.268, -0.119, -0.268, 0.074, -0.409, 0.417, -0.267, -0.117, -0.256, 0.109, -0.384, 0.411, 0.221, 0.230, 0.237, 0.243, 0.223, 0.229, 0.236, 0.234, -1.029, 2.445, -1.120, -1.085, -0.330, -0.201, -0.192, -0.200, -0.169, -0.371, 2.402, -0.939, -1.003, -0.956, 0.507, 0.248, 0.221, 0.221, 0.248, -0.014, -0.095, -0.216, -0.280, 0.134, 0.409, -0.772, 0.057, -0.483, 0.058, -0.262, -0.144, -0.032, 0.237, 0.225, 0.224, 0.230], "homo_lumo_gap_ev": [6.086, 6.121], "e_lumo_ev": [-1.271, -1.242], "charge": 0, "molar_mass_da": 858.69}

=====

Calculated largest force on an atom (eV/A), listed in the same order as above: 6.883, 2.395, 3.252, 1.162, 1.702, 4.105
Calculated energy relative to the best compared isomer or geometry (same formula, charge and spin) (kcal/mol), listed in the same order as above: 81.47, 36.98, 242.36, 56.43, 0.00, 55.74
Calculated total energy (Eh), listed in the same order as above: -225.1622, -650.0483, -3118.2126, -1486.6901, -726.0300, -5211.6094